<1>
Here is Cl3H2N3 as an isolated structure from the OMol25 dataset. Energies are from wB97M-V/def2-TZVPD.

Results
- HOMO level: -0.321 hartree

The geometry in XYZ format:
```
8
Cl3H2N3 (wB97M-V/def2-TZVPD)
N 1.3616 -0.2665 0.0082
N 0.1845 -0.5934 -0.4712
N -0.9723 0.8191 -0.5312
Cl -0.5817 -1.6233 0.4860
Cl -0.8130 1.5730 0.9615
Cl -2.4366 0.0692 -0.9379
H 1.6206 -0.5185 0.9075
H 1.6369 0.5404 -0.4228
```

Charges obtained by Löwdin population analysis, quoted in units of e: N -0.031; N -0.685; N -1.042; Cl 0.650; Cl 0.503; Cl 0.490; H 0.051; H 0.064

<2>
Here is one molecule with the formula Cl3H2N3 from the OMol25 dataset. Energies are from wB97M-V/def2-TZVPD.

Results
- HOMO level: -0.352 hartree
- SMILES: NN(Cl)N(Cl)Cl

The geometry in XYZ format:
```
8
Cl3H2N3 (wB97M-V/def2-TZVPD)
N -1.3056 0.2319 -0.4067
N -0.0901 0.5971 -0.1924
Cl 0.1903 1.4566 1.3583
N 0.9352 -0.8382 -0.2008
Cl 1.3896 -1.5664 1.2689
Cl 2.4200 0.0310 -0.8171
H -1.7351 -0.3117 0.3066
H -1.8043 0.3998 -1.3168
```

Charges obtained by Löwdin population analysis, quoted in units of e: N -0.067; N -0.617; Cl 0.479; N -0.882; Cl 0.466; Cl 0.397; H 0.079; H 0.146

Tell me which of them is the least stable. Sure, it is <1>.

<1>
Here is C2H8OS as an isolated structure from the OMol25 dataset. Energies are from wB97M-V/def2-TZVPD.

Results
- HOMO level: -0.313 hartree

The geometry in XYZ format:
```
12
C2H8OS (wB97M-V/def2-TZVPD)
O -4.0247 -2.3900 -0.3358
H -3.9290 -1.7888 0.5893
H -3.6990 -1.7467 -0.8858
H 7.0237 -1.7402 -1.3530
C 0.1915 1.7771 0.9112
C -0.4884 0.8081 0.1712
S -2.1343 0.4747 0.6763
H 0.3182 1.8630 2.0007
H 6.7426 -1.0442 -1.5994
H 0.4643 2.6763 0.4554
H -0.0047 -0.1832 0.1907
H -0.4602 1.2939 -0.8208
```

Charges obtained by Löwdin population analysis, quoted in units of e: O -0.119; H 0.107; H -0.070; H 0.001; C 0.100; C -0.866; S 0.530; H 0.086; H -0.001; H 0.059; H 0.091; H 0.082

<2>
Here is a 2-piece molecular cluster, C2H8OS overall from the OMol25 dataset. Energies are from wB97M-V/def2-TZVPD.

Results
- HOMO level: -0.323 hartree
- SMILES: CSC.O

The geometry in XYZ format:
```
12
C2H8OS (wB97M-V/def2-TZVPD)
C -1.8106 0.2746 -1.0732
S -0.0137 0.7499 -0.9999
C 0.0952 0.8174 0.8129
H -2.2479 1.2622 -0.9508
H -1.9814 -0.2852 -0.1579
H -2.1621 -0.2504 -1.9514
H -0.5388 1.6345 1.1860
H -0.1847 -0.0088 1.4657
H 1.0763 1.2169 1.0834
O 2.6357 -1.9967 0.5248
H 3.3041 -1.7873 -0.1357
H 1.8279 -1.6271 0.1960
```

Charges obtained by Löwdin population analysis, quoted in units of e: C -0.382; S 0.702; C -0.467; H 0.018; H 0.022; H 0.031; H 0.032; H 0.043; H 0.031; O -0.054; H 0.038; H -0.011

Tell me which of them is the least stable. Sure, it is <1>.

<1>
Here is an isolated ion of composition C5H5O3 and charge -1 from the OMol25 dataset. Energies are from wB97M-V/def2-TZVPD.

Results
- Total charge: -1
- HOMO level (spin up / spin down): -0.116 / -0.084 hartree

The geometry in XYZ format:
```
13
C5H5O3 (wB97M-V/def2-TZVPD)
C -0.5921 -0.5090 -0.8043
C 2.0965 -0.4594 -1.4474
C 0.4025 0.2559 -0.0143
C 1.3612 0.7878 -1.0632
C -1.9289 -0.3687 1.1431
O 2.6814 -1.3170 -0.8030
O 0.6979 0.4389 1.2044
O -1.8325 -0.7038 -0.2228
H 2.0239 1.4089 -0.4710
H 0.9801 1.2540 -1.8991
H -1.3850 -1.0891 1.6139
H -2.9061 -0.3618 1.4459
H -1.5988 0.6634 1.3176
```

Charges obtained by Löwdin population analysis, quoted in units of e: C -0.046; C -0.169; C -0.526; C -0.188; C -0.128; O -0.004; O -0.088; O -0.216; H 0.110; H 0.059; H 0.060; H 0.045; H 0.091

<2>
Here is an isolated ion of composition C5H5O3 and charge -1 from the OMol25 dataset. Energies are from wB97M-V/def2-TZVPD.

Results
- Total charge: -1
- HOMO level: -0.169 hartree
- SMILES: C[C@H](O)C#CC(=O)[O-]

The geometry in XYZ format:
```
13
C5H5O3 (wB97M-V/def2-TZVPD)
C 1.3173 -0.0393 -0.9702
C 1.0222 0.5089 0.3643
O 2.3506 0.3360 1.1968
C -0.5937 0.2686 0.4947
C -1.7604 0.1025 0.3210
C -3.3018 -0.4172 0.3446
O -3.8056 -0.4310 1.4496
O -3.6588 -0.8710 -0.7279
H 1.4914 -1.1446 -0.9190
H 2.3772 0.2920 -1.1485
H 0.7438 0.3326 -1.7376
H 1.1404 1.6396 0.1329
H 2.6773 -0.5771 1.1995
```

Charges obtained by Löwdin population analysis, quoted in units of e: C -0.144; C -0.318; O -0.116; C -0.009; C 0.049; C -0.805; O -0.038; O -0.053; H 0.098; H 0.084; H 0.053; H 0.142; H 0.057

Tell me which of them is the least stable. Sure, it is <1>.

<1>
Here is a 2-piece molecular cluster, C4H13N5 overall from the OMol25 dataset. Energies are from wB97M-V/def2-TZVPD.

Results
- HOMO level: -0.278 hartree
- SMILES: NN=C(N)N.C=C(C)N

The geometry in XYZ format:
```
22
C4H13N5 (wB97M-V/def2-TZVPD)
N 0.4785 -2.0575 0.5117
N 0.6081 -1.2866 -0.6631
C -0.4783 -0.8933 -1.2385
N -0.3933 -0.3100 -2.5045
N -1.7594 -1.0843 -0.7319
H 1.4244 -2.2327 0.8363
H -0.0141 -1.5182 1.2298
H 0.5506 -0.3581 -2.8633
H -1.0771 -0.6434 -3.1706
H -1.8186 -1.8784 -0.1104
H -2.5119 -1.0125 -1.3989
C -0.2032 0.6773 2.1298
C 0.2724 1.1313 0.9631
C 1.7304 1.3929 0.7242
N -0.5767 1.6298 -0.0404
H 0.4547 0.4078 2.9368
H -1.2601 0.5453 2.2967
H 2.0763 0.7833 -0.1121
H 1.8907 2.4405 0.4743
H 2.3220 1.1344 1.5981
H -1.5530 1.4053 0.0895
H -0.1624 1.7271 -0.9567
```

Charges obtained by Löwdin population analysis, quoted in units of e: N -0.016; N -0.033; C -0.575; N 0.095; N 0.132; H 0.069; H 0.037; H 0.089; H 0.082; H 0.080; H 0.086; C -0.023; C -0.503; C -0.060; N 0.077; H 0.048; H 0.048; H 0.062; H 0.078; H 0.075; H 0.080; H 0.073

<2>
Here is a 2-piece molecular cluster, C4H13N5 overall from the OMol25 dataset. Energies are from wB97M-V/def2-TZVPD.

Results
- HOMO level: -0.286 hartree
- SMILES: [H]/N=C(/C)N.C=C(N)NN

The geometry in XYZ format:
```
22
C4H13N5 (wB97M-V/def2-TZVPD)
H -1.7398 -1.1834 -1.3315
N -1.0457 -1.5915 -0.7076
C -1.0637 -1.1168 0.4656
C -0.1144 -1.6612 1.4885
N -1.9403 -0.1832 0.9250
H 0.3653 -0.8423 2.0243
H 0.6366 -2.2756 0.9946
H -0.6566 -2.2785 2.2003
H -1.6837 0.3356 1.7518
H -2.4560 0.3436 0.2341
C 0.6624 1.8063 0.8440
C 0.7268 1.2216 -0.3583
N -0.2370 1.4401 -1.3565
N 1.7569 0.3544 -0.7130
N 1.5715 -0.6971 -1.6413
H 1.3814 1.5798 1.6080
H -0.0688 2.5638 1.0596
H -0.7487 2.3033 -1.2323
H 0.1356 1.3567 -2.2899
H 2.2828 0.0282 0.0874
H 0.6868 -1.1956 -1.4724
H 1.5487 -0.3082 -2.5802
```

Charges obtained by Löwdin population analysis, quoted in units of e: H 0.054; N 0.089; C -0.598; C -0.036; N 0.123; H 0.063; H 0.079; H 0.080; H 0.089; H 0.093; C -0.025; C -0.506; N 0.099; N -0.060; N 0.007; H 0.042; H 0.040; H 0.090; H 0.080; H 0.115; H 0.021; H 0.062

Tell me which of them is the least stable. Sure, it is <2>.

<1>
Here is one molecule with the formula C3H3F2IO from the OMol25 dataset. Energies are from wB97M-V/def2-TZVPD.

Results
- HOMO level: -0.347 hartree
- SMILES: COC(I)=C(F)F

The geometry in XYZ format:
```
10
C3H3F2IO (wB97M-V/def2-TZVPD)
C 1.2489 0.2928 -1.1340
O -0.1182 0.5288 -0.7949
C -0.7000 -0.5392 0.4219
I -0.9632 -2.4964 -0.1901
C -1.2293 0.1925 1.4265
F -2.0424 -0.3119 2.3626
F -1.0484 1.4826 1.5606
H 1.6094 0.8795 -2.0485
H 1.3703 -0.8458 -1.2035
H 1.8727 0.8171 -0.4005
```

Charges obtained by Löwdin population analysis, quoted in units of e: C -0.173; O -0.256; C -0.579; I 0.941; C -0.433; F 0.106; F 0.159; H 0.102; H 0.062; H 0.071

<2>
Here is one molecule with the formula C3H3F2IO from the OMol25 dataset. Energies are from wB97M-V/def2-TZVPD.

Results
- HOMO level (spin up / spin down): -0.333 / -0.332 hartree

The geometry in XYZ format:
```
10
C3H3F2IO (wB97M-V/def2-TZVPD)
C -0.3099 0.7477 0.8046
C 0.2953 -0.0834 -0.0553
C -0.4293 2.1097 -1.9529
O 0.0231 1.8665 1.1286
F 0.7236 2.3061 -2.5844
F -1.4111 2.0457 -2.8673
I -0.6158 3.5998 -0.4099
H -1.3696 0.4099 1.0696
H 1.3039 0.1460 -0.3449
H -0.1414 -0.9653 -0.5053
```

Charges obtained by Löwdin population analysis, quoted in units of e: C -0.528; C 0.074; C -0.664; O -0.317; F -0.011; F 0.006; I 1.164; H 0.132; H 0.072; H 0.072

Tell me which of them is the least stable. Sure, it is <2>.

<1>
Here is HO5S2 as an isolated structure from the OMol25 dataset. Energies are from wB97M-V/def2-TZVPD.

Results
- Total charge: -1
- HOMO level: -0.166 hartree

The geometry in XYZ format:
```
8
HO5S2 (wB97M-V/def2-TZVPD)
O 1.1037 0.9499 0.0464
O 0.5482 2.3426 -1.6269
O -0.3169 -1.1942 1.2469
O -0.0882 -0.6792 -2.0974
O -1.3013 -0.7208 3.4681
S 1.0835 0.9683 -1.3924
S -0.6022 -0.1656 2.2452
H -0.4269 -1.5010 -1.8898
```

Charges obtained by Löwdin population analysis, quoted in units of e: O -0.573; O -0.530; O -0.436; O -0.507; O -0.513; S 0.769; S 0.930; H -0.140

<2>
Here is a 2-piece molecular cluster, HO5S2 overall from the OMol25 dataset. Energies are from wB97M-V/def2-TZVPD.

Results
- Total charge: -1
- HOMO level (spin up / spin down): -0.178 / -0.178 hartree

The geometry in XYZ format:
```
8
HO5S2 (wB97M-V/def2-TZVPD)
O -0.3960 1.3262 0.3282
O 0.6429 2.8784 -1.6519
O -1.2403 -1.5305 1.3482
O 0.8957 3.7230 0.6033
O -2.6888 1.2954 1.1135
S -0.0502 3.2428 -0.4260
S -1.3470 0.8441 1.3505
H -0.2962 -1.8177 1.4533
```

Charges obtained by Löwdin population analysis, quoted in units of e: O -0.638; O -0.465; O -0.522; O -0.483; O -0.454; S 0.798; S 0.845; H -0.081

Tell me which of them is the least stable. Sure, it is <1>.

<1>
Here is one molecule with the formula C19H23N3O2 from the OMol25 dataset. Energies are from wB97M-V/def2-TZVPD.

Results
- HOMO level: -0.290 hartree
- SMILES: C=CC(C)(C)c1[nH]c2ccccc2c1C[C@@H]1NC(=O)[C@H](C)NC1=O

The geometry in XYZ format:
```
47
C19H23N3O2 (wB97M-V/def2-TZVPD)
C 1.6278 -2.9561 1.0758
C 0.2470 -3.1125 0.9655
C -0.6281 -2.8903 -0.2664
C -0.6984 -4.2416 -1.0501
C -2.0461 -2.6030 0.0233
C -0.1499 -1.6840 -0.9657
N -0.2275 -1.7319 -2.3525
C 0.1954 -0.5162 -2.8729
C 0.3758 -0.1214 -4.2339
C 0.8108 1.1499 -4.5483
C 1.0783 2.0744 -3.5584
C 0.8731 1.6684 -2.2252
C 0.4868 0.3067 -1.8783
C 0.1878 -0.3852 -0.5788
C 0.3058 0.1651 0.8667
C -0.8794 1.0998 1.1085
N -0.5211 2.4810 0.5435
C -0.1392 3.5417 1.3084
O -0.1325 4.6170 0.7892
C 0.1252 3.4214 2.8354
C 1.5754 3.1816 3.2605
N -0.6088 2.2313 3.3495
C -1.1430 1.1730 2.6583
O -1.9191 0.4491 3.2671
H 2.1034 -3.3466 1.9452
H 2.2000 -2.3744 0.2804
H -0.3212 -3.5380 1.8514
H -1.1905 -4.1418 -1.9847
H -1.0298 -5.0275 -0.4063
H 0.3257 -4.4537 -1.3666
H -2.5916 -3.3673 0.5686
H -2.1755 -1.6938 0.6850
H -2.6393 -2.3721 -0.9040
H -0.2287 -2.6689 -2.8902
H -0.0962 -0.6385 -4.9754
H 0.9232 1.3357 -5.6493
H 1.3589 3.1467 -3.7153
H 1.0229 2.4106 -1.4487
H 0.1717 -0.6058 1.5540
H 1.2829 0.5755 1.1282
H -1.8128 0.8468 0.6561
H -0.8617 2.8397 -0.4429
H -0.3054 4.2728 3.3728
H 1.9855 2.6673 2.4311
H 1.7095 2.5952 4.1734
H 2.0921 4.0872 3.2574
H -0.7195 2.1326 4.3587
```

Charges obtained by Löwdin population analysis, quoted in units of e: C 0.037; C -0.105; C -0.521; C -0.027; C -0.065; C -0.198; N 0.131; C -0.231; C -0.014; C -0.119; C -0.100; C -0.014; C -0.116; C -0.051; C -0.074; C -0.146; N 0.112; C -0.476; O 0.071; C -0.213; C -0.027; N 0.092; C -0.418; O 0.047; H 0.035; H 0.092; H 0.130; H 0.061; H 0.086; H 0.089; H 0.085; H 0.103; H 0.116; H 0.187; H 0.072; H 0.118; H 0.116; H 0.084; H 0.071; H 0.127; H 0.140; H 0.198; H 0.149; H 0.062; H 0.092; H 0.060; H 0.152

<2>
Here is one molecule with the formula C19H23N3O2 from the OMol25 dataset. Energies are from wB97M-V/def2-TZVPD.

Results
- HOMO level: -0.262 hartree
- SMILES: COc1ccccc1N1CCN(/N=C(\C)c2ccc(O)cc2)CC1

The geometry in XYZ format:
```
47
C19H23N3O2 (wB97M-V/def2-TZVPD)
C 4.0247 2.6521 -0.7292
O 3.2360 1.9338 0.1839
C 1.8635 2.0097 0.0740
C 1.2296 2.6445 -0.9798
C -0.1524 2.7450 -1.0282
C -0.9054 2.2175 -0.0023
C -0.2829 1.5605 1.0440
C 1.1004 1.4121 1.1044
N 1.7364 0.7740 2.1716
C 2.7460 -0.2307 1.9054
C 2.1084 -1.6478 1.8714
N 0.6613 -1.5689 1.9316
N -0.2123 -1.4456 0.9429
C -0.0766 -1.5091 -0.3243
C 1.1990 -1.6085 -1.1296
C -1.3430 -1.4408 -1.0684
C -2.4747 -0.8722 -0.4773
C -3.6722 -0.7848 -1.1494
C -3.7807 -1.2791 -2.4464
O -4.9800 -1.1719 -3.0873
C -2.6738 -1.8682 -3.0407
C -1.4728 -1.9467 -2.3600
C 0.2266 -0.9391 3.1604
C 0.9757 0.4143 3.3467
H 5.0522 2.5234 -0.3902
H 3.7748 3.7178 -0.7280
H 3.9313 2.2581 -1.7474
H 1.8103 3.0824 -1.7762
H -0.6231 3.2425 -1.8620
H -1.9814 2.2965 -0.0168
H -0.9001 1.1390 1.8188
H 3.2400 -0.0044 0.9653
H 3.4961 -0.1773 2.7026
H 2.4142 -2.2160 2.7573
H 2.4157 -2.2106 0.9941
H 1.0186 -1.2632 -2.1439
H 1.5734 -2.6325 -1.1730
H 1.9668 -0.9670 -0.7025
H -2.3893 -0.4948 0.5275
H -4.5406 -0.3365 -0.6927
H -4.9105 -1.5577 -3.9686
H -2.7532 -2.2718 -4.0428
H -0.6413 -2.4342 -2.8463
H 0.4420 -1.6097 3.9995
H -0.8518 -0.8014 3.0918
H 0.2873 1.2213 3.5956
H 1.6965 0.3239 4.1667
```

Charges obtained by Löwdin population analysis, quoted in units of e: C -0.087; O -0.118; C -0.203; C -0.031; C -0.090; C -0.094; C -0.035; C -0.156; N -0.088; C -0.128; C -0.112; N -0.160; N 0.096; C -0.273; C -0.022; C -0.179; C -0.032; C -0.009; C -0.326; O 0.046; C -0.030; C -0.040; C -0.127; C -0.138; H 0.094; H 0.098; H 0.095; H 0.100; H 0.101; H 0.103; H 0.096; H 0.101; H 0.121; H 0.118; H 0.100; H 0.072; H 0.086; H 0.059; H 0.098; H 0.115; H 0.102; H 0.110; H 0.106; H 0.112; H 0.111; H 0.116; H 0.118

Tell me which of them is the least stable. Sure, it is <2>.

<1>
Here is a 3-piece molecular cluster, C3H8NO3S overall from the OMol25 dataset. Energies are from wB97M-V/def2-TZVPD.

Results
- Total charge: -1
- HOMO level: -0.143 hartree

The geometry in XYZ format:
```
16
C3H8NO3S (wB97M-V/def2-TZVPD)
O 0.3521 -2.4135 -0.9530
C 1.0560 -1.6944 -0.2500
O 2.1779 -1.8631 0.2069
C 0.3291 -0.2561 -0.0540
C -1.1415 -0.2474 0.0516
S -1.9164 -0.2441 1.7508
N 0.8442 0.9015 -0.4817
H 0.9387 0.2199 0.8374
H -1.5607 -1.1163 -0.4401
H -1.4480 0.7122 -0.3727
H -0.7569 -0.2622 -2.4645
H -0.8791 -0.1255 -3.1877
H 1.7324 0.7748 -0.9825
H -0.5591 1.5082 2.4018
H 0.6040 2.0018 1.5306
O 0.2274 2.1041 2.4073
```

Charges obtained by Löwdin population analysis, quoted in units of e: O 0.017; C -0.682; O 0.000; C -0.438; C -0.680; S 0.298; N 0.227; H 0.236; H 0.044; H 0.042; H 0.026; H 0.057; H 0.112; H -0.090; H -0.033; O -0.138

<2>
Here is a 2-piece molecular cluster, C3H8NO3S overall from the OMol25 dataset. Energies are from wB97M-V/def2-TZVPD.

Results
- Total charge: -1
- HOMO level: -0.160 hartree

The geometry in XYZ format:
```
16
C3H8NO3S (wB97M-V/def2-TZVPD)
O -1.4455 -0.6470 0.2703
C -0.3586 -1.1240 -0.0961
O -0.0319 -2.1200 -0.7650
C 0.9579 -0.2274 0.2703
C 0.6242 0.8110 1.3289
S -0.2896 2.3137 0.6830
N 2.0203 -1.0623 0.8485
H 1.1963 0.1809 -0.7355
H -0.2022 0.3837 1.9195
H 1.4205 1.3017 1.8735
H -1.3824 1.7156 0.2158
H 2.7093 -1.3965 0.1890
H 1.5426 -1.8948 1.1778
H -1.6582 -0.6352 -2.0830
H -0.5680 -1.1744 -2.9983
O -1.0295 -0.3793 -2.7786
```

Charges obtained by Löwdin population analysis, quoted in units of e: O -0.079; C -0.718; O -0.069; C -0.382; C -0.499; S 0.612; N 0.011; H 0.131; H 0.058; H 0.043; H -0.176; H 0.053; H 0.061; H 0.023; H 0.006; O -0.074

Tell me which of them is the least stable. Sure, it is <1>.